(1)
Here is a molecular structure, C24H50N2O2P2Re from the Open Molecules 2025 dataset. Energies are from ωB97M-V/def2-TZVPD.

Output
- relative energy (zero: lowest compared OMol25 entry of this formula, charge and spin) (eV) = 2.143
- <S²> = 3.770
- largest force on an atom (eV/A) = 7.5
- Kohn-Sham gap (spin up / spin down) (eV) = 6.845 / 3.859

Structure (ORCA input):
```
! wB97M-V def2-TZVPD RIJCOSX def2/J DEFGRID3
* xyz 4 4
Re -0.3070 -0.3347 -0.1059
C -2.2627 -0.2420 0.2490
O -3.3830 -0.1396 0.5136
C 1.6786 -0.1717 -0.3137
O 2.8230 -0.0880 -0.4931
P -0.6710 0.7656 -2.2810
C -0.3372 2.6261 -2.3332
H -0.4866 2.9579 -3.3778
C 0.2356 0.1311 -3.8262
H 1.2323 -0.1003 -3.4085
C -2.4778 0.7021 -2.8591
H -2.9961 1.1816 -2.0101
C -1.5808 -2.6958 2.3835
P -0.0353 -1.6796 1.9392
H 0.6408 -1.4222 4.2898
H -2.3427 -1.9018 2.4914
C 1.3192 -3.0159 2.0284
H 0.9267 -3.7175 2.7850
C -0.3384 -1.1533 -4.4327
H -1.0285 -0.9263 -5.2627
H -0.8646 -1.7831 -3.7141
H 0.4818 -1.7515 -4.8588
C 0.4247 1.1811 -4.9276
H 0.5872 0.6735 -5.8899
H 1.2909 1.8260 -4.7347
H -0.4584 1.8193 -5.0373
C -2.8332 1.4685 -4.1347
H -2.4667 2.4995 -4.1458
H -3.9340 1.5127 -4.2294
H -2.4622 0.9521 -5.0310
C -2.9668 -0.7422 -2.9517
H -4.0316 -0.7865 -2.6754
H -2.4175 -1.4113 -2.2732
H -2.8761 -1.1356 -3.9719
C -1.3105 3.3895 -1.4420
H -2.1998 3.7398 -1.9922
H -0.8145 4.2725 -1.0155
H -1.6625 2.7653 -0.6069
C 1.1104 2.9049 -1.9508
H 1.2745 2.6738 -0.9005
H 1.3402 3.9739 -2.0879
H 1.8323 2.3206 -2.5286
C -1.5419 -3.5004 3.6912
H -0.9158 -3.0527 4.4672
H -1.1961 -4.5292 3.5112
H -2.5672 -3.5770 4.0955
C -1.9936 -3.5922 1.2207
H -1.2461 -4.3666 1.0210
C 1.2405 0.3758 3.3280
H -2.1516 -3.0155 0.2976
H -2.9409 -4.0984 1.4680
C -1.0868 -0.1468 4.0842
H 0.7531 1.3220 3.0541
H 1.8392 0.5757 4.2299
H 1.9531 0.1512 2.5155
C 0.2300 -0.7138 3.5435
H -0.8839 0.7521 4.6832
H -1.6186 -0.8624 4.7240
H -1.7599 0.1400 3.2650
C 2.6887 -2.5183 2.4916
H 3.1179 -1.8060 1.7748
H 3.3826 -3.3754 2.5460
H 2.6739 -2.0474 3.4822
C 1.4658 -3.7850 0.7151
H 0.5010 -4.0510 0.2745
H 2.0249 -4.7179 0.9031
H 2.0321 -3.2060 -0.0299
H -0.1985 0.8919 1.2416
H -0.3823 1.4179 0.2801
C 3.7733 1.1979 1.4252
C 2.4732 1.9159 1.2760
N 1.2525 1.9140 1.0159
C 0.4996 3.0526 1.3311
C 1.4411 3.8807 1.7238
N 2.6483 3.2002 1.6753
H 4.4937 1.5861 0.6693
H 4.1869 1.4581 2.4067
H 3.8261 0.1102 1.4392
H -0.5476 3.3483 1.2670
H 1.3713 4.9131 2.0506
H 3.5093 3.6197 1.9650
*
```

(2)
Here is a molecular structure, C11H13FN2O3 from the Open Molecules 2025 dataset. Energies are from ωB97M-V/def2-TZVPD.

Output
- largest force on an atom (eV/A) = 5.2
- Kohn-Sham gap (eV) = 7.882

Structure (ORCA input):
```
! wB97M-V def2-TZVPD RIJCOSX def2/J DEFGRID3
* xyz 0 1
C -2.2618 1.5477 1.9684
C -2.8819 0.2206 1.8692
O -2.7449 -0.3151 3.1812
C -1.6776 0.2275 3.8587
O -1.0381 -0.2664 4.8146
O -1.3810 1.3406 3.1880
F -2.1681 -0.5359 1.0121
H -2.7933 2.4747 2.1836
H -1.6258 1.8539 1.1379
H -3.8948 0.2127 1.4665
N 1.2226 -0.9186 -0.6434
C 1.1340 0.4299 -0.3807
C 0.4833 0.5883 0.8121
C 0.1832 -0.6978 1.2996
C 0.6942 -1.6035 0.3956
H 1.8192 -1.2983 -1.3645
H 1.5647 1.1992 -1.0045
H 0.3626 1.5083 1.3649
H -0.2584 -0.8022 2.2797
H 0.6530 -2.6823 0.3667
N 0.5888 0.5334 -2.7953
C 1.9011 0.7557 -2.8684
C 2.7279 -0.4355 -2.6933
C 1.6836 -1.3930 -2.7467
C 0.4492 -0.7732 -2.9325
H -0.1042 1.2681 -2.7926
H 2.2933 1.7570 -2.7684
H 3.7929 -0.5651 -2.5686
H 1.8079 -2.4430 -2.5266
H -0.5314 -1.1879 -3.1134
*
```

(3)
Here is a molecular structure, C15H11F4MnNO7S from the Open Molecules 2025 dataset. Energies are from ωB97M-V/def2-TZVPD.

Output
- relative energy (zero: lowest compared OMol25 entry of this formula, charge and spin) (eV) = 0.000
- <S²> = 0.810
- largest force on an atom (eV/A) = 0.3
- Kohn-Sham gap (spin up / spin down) (eV) = 7.720 / 8.244

Structure (ORCA input):
```
! wB97M-V def2-TZVPD RIJCOSX def2/J DEFGRID3
* xyz 0 2
Mn -1.2393 3.5701 -0.2446
C -0.5210 -3.7730 -1.4389
C -0.5446 -3.2602 -0.0056
C 0.5079 -3.8860 0.8943
C 1.9066 -3.5286 0.4149
C 2.0432 -2.0393 0.2383
C 3.2720 -1.4300 0.2783
C 3.3876 -0.0449 0.1350
F 4.6159 0.4829 0.1819
C 2.3067 0.7647 -0.0318
C 1.0354 0.1678 -0.0752
C -0.1444 0.9780 -0.2300
O 0.0195 2.2603 -0.3370
C -1.3858 0.3603 -0.2602
C -1.4355 -1.0161 -0.1569
N -0.3676 -1.7840 -0.0063
C 0.9046 -1.2230 0.0482
C -2.6938 1.0767 -0.4424
O -3.7125 0.4283 -0.5428
O -2.6383 2.3740 -0.4931
H -0.6400 -4.8566 -1.4448
H 0.4167 -3.5242 -1.9366
H -1.3347 -3.3376 -2.0188
H -1.5309 -3.4305 0.4251
H 0.3628 -4.9661 0.9017
H 0.3633 -3.5290 1.9165
H 2.1233 -4.0318 -0.5308
H 2.6545 -3.8749 1.1281
H 4.1690 -2.0164 0.4331
H 2.4111 1.8360 -0.1244
H -2.4026 -1.5020 -0.2063
F -0.4413 3.8395 2.4374
C -1.4828 3.4178 1.7223
F -2.5611 4.1164 2.0662
F -1.6881 2.1278 2.0763
O -2.0180 7.0418 -0.6339
S -1.1397 5.9946 -1.0154
O -1.9241 4.7348 -1.5089
O -0.6164 5.2082 0.2605
O -0.0378 6.2741 -1.8734
*
```

(4)
Here is a single C4H8ClNO molecule from the Open Molecules 2025 dataset. Energies are from ωB97M-V/def2-TZVPD.

Output
- SMILES string = N[C@@H]1C[C@@]1(Cl)CO
- relative energy (zero: lowest compared OMol25 entry of this formula, charge and spin) (eV) = 1.196
- largest force on an atom (eV/A) = 1.7
- Kohn-Sham gap (eV) = 10.109

Structure (ORCA input):
```
! wB97M-V def2-TZVPD RIJCOSX def2/J DEFGRID3
* xyz 0 1
N 1.6549 -1.0723 -1.3639
C 0.8267 0.0283 -0.8380
C 1.1103 0.4475 0.6123
C -0.2343 -0.1980 0.1998
Cl -0.5461 -1.8134 0.7887
C -1.4628 0.6825 0.1387
O -1.9876 0.9731 1.4281
H 1.9977 -1.6092 -0.5310
H 1.1025 -1.6745 -1.9812
H 0.5777 0.8474 -1.5043
H 1.2866 1.5096 0.9438
H 1.7049 -0.2396 1.1618
H -2.2532 0.1664 -0.4789
H -1.1787 1.6551 -0.2964
H -2.5987 0.2971 1.7205
*
```

(5)
Here is a molecular structure, C6H40NO14 from the Open Molecules 2025 dataset. Energies are from ωB97M-V/def2-TZVPD.

Output
- relative energy (zero: lowest compared OMol25 entry of this formula, charge and spin) (eV) = 3.512
- largest force on an atom (eV/A) = 2.4
- Kohn-Sham gap (eV) = 8.743

Structure (ORCA input):
```
! wB97M-V def2-TZVPD RIJCOSX def2/J DEFGRID3
* xyz -1 1
C -0.2672 -0.4160 -2.6745
O 0.9458 0.1347 -2.1942
C -0.8649 -1.4611 -1.7400
C -2.4405 -1.2968 -1.6914
C -2.9604 -1.1976 -0.2515
C -2.7221 -2.5312 0.4715
N -1.7502 -2.3458 1.4943
C -0.9985 -3.5315 1.8298
H 0.0029 -0.9668 -3.6066
H -0.9471 0.4080 -2.8859
H -0.3640 -1.5225 -0.7878
H -0.7203 -2.4965 -2.0879
H -2.7896 -0.4988 -2.3829
H -2.9810 -2.1236 -2.2045
H -2.5889 -0.3304 0.2963
H -4.0308 -0.8701 -0.2498
H -3.6476 -2.9749 0.8950
H -2.3928 -3.2999 -0.2353
H -2.2530 -1.8769 2.2940
H -0.6350 -4.0181 0.9093
H -0.1232 -3.2228 2.4258
H -1.6728 -4.3306 2.1794
H 1.9151 -2.5592 -2.3275
H 2.2628 -3.6959 -1.5468
O 1.6942 -3.4966 -2.3104
H 2.7860 -0.3766 -1.6921
H 4.3861 1.5725 -0.3176
O 3.2837 -1.0310 -1.1969
H 1.7566 1.8184 -3.0564
H 1.3249 3.1245 -3.4140
O 2.1875 2.6762 -3.2815
H -3.1918 3.5562 -1.7669
H -2.7354 2.3396 -0.8491
O -3.4442 2.7409 -1.3319
H -2.3830 3.3130 1.7668
H -1.4762 2.1436 2.1336
O -2.3978 2.3923 2.0524
H -0.0447 4.5653 1.2116
H -0.1803 3.3263 0.0875
O -0.4909 4.2451 0.4277
H -0.7275 1.4672 0.1943
H 0.9553 1.2706 0.9356
O 0.1733 1.8066 0.1487
H -0.8419 -0.4967 3.8625
H -2.4582 -0.4067 4.0224
O -1.6665 -0.9388 4.0242
H -0.3470 0.8245 2.8879
H 0.8068 1.7860 2.6431
O 0.0077 1.6805 3.1814
H 0.8392 0.2375 -1.2162
H 2.6351 1.5173 1.3366
O 1.9502 0.8495 1.4492
H 2.8971 -1.0007 -0.2988
H 2.5180 -0.5254 1.6395
O 2.8943 -1.4638 1.7328
H 3.0633 3.0823 -1.3578
H 2.0059 2.1258 -0.6329
O 2.8144 2.6438 -0.5257
H 3.5472 -1.3528 2.4184
H 4.7839 0.0466 -0.3922
O 5.0979 0.9612 -0.4444
*
```

(6)
Here is a gas-phase ion, C7H10NOS (charge +1) from the Open Molecules 2025 dataset. Energies are from ωB97M-V/def2-TZVPD.

Output
- relative energy (zero: lowest compared OMol25 entry of this formula, charge and spin) (eV) = 4.494
- <S²> = 2.013
- largest force on an atom (eV/A) = 6.9
- Kohn-Sham gap (spin up / spin down) (eV) = 6.519 / 6.115

Structure (ORCA input):
```
! wB97M-V def2-TZVPD RIJCOSX def2/J DEFGRID3
* xyz 1 3
C 3.0327 -0.1072 -0.1310
C 2.2701 1.0120 -0.3376
C 2.4313 -1.3445 -0.1168
C 0.8699 0.9742 -0.3222
C 1.0806 -1.4906 -0.1125
C 0.3489 -0.3167 -0.2335
C -2.0286 0.8857 0.8103
N -1.7001 -1.7152 0.2430
O -1.8235 0.2041 -1.6097
S -1.3902 -0.3265 -0.2011
H 4.0833 -0.1170 -0.0871
H 2.7730 2.0450 -0.3014
H 3.1851 -2.2016 -0.1071
H 0.3104 1.8424 -0.4075
H 0.4400 -2.3440 -0.2089
H -1.4091 0.5980 1.7421
H -3.1135 0.9525 1.0764
H -1.7919 1.8261 0.3187
H -2.7853 -1.8054 0.1396
H -1.9508 -0.0411 -2.5396
*
```

(7)
Here is 40 unconnected molecules or ions with the total composition H80O40 from the Open Molecules 2025 dataset. Energies are from ωB97M-V/def2-TZVPD.

Output
- relative energy (zero: lowest compared OMol25 entry of this formula, charge and spin) (eV) = 15.998
- largest force on an atom (eV/A) = 15.0
- Kohn-Sham gap (eV) = 8.856

Structure (ORCA input):
```
! wB97M-V def2-TZVPD RIJCOSX def2/J DEFGRID3
* xyz 0 1
H -4.8636 0.6979 2.7260
H -3.7119 -0.3484 2.9995
O -4.4706 -0.2083 2.5660
H 1.5968 4.1541 0.6739
H 0.8118 4.7494 1.9809
O 0.8072 4.2833 1.2293
H 0.5600 -1.6580 -1.1491
H 0.0116 -2.3443 0.1164
O -0.2186 -1.9716 -0.7194
H -0.7176 0.4064 1.4056
H -0.3765 -0.9657 1.7250
O -0.6068 -0.1391 2.1453
H -1.0540 6.1883 0.1282
H -0.0161 6.2661 -0.8825
O -0.3318 6.7308 -0.1870
H 3.0611 -0.9334 0.0472
O 2.1785 -0.7419 0.1890
H 0.0131 -3.4012 5.7815
O -0.6433 -2.7768 5.7933
H 1.9885 0.3649 -3.3500
H 1.1962 -0.0868 -4.2735
O 1.4587 -0.4557 -3.3800
H 2.5554 2.2538 5.0232
H 2.5939 1.3576 3.9394
O 2.6440 1.4111 4.8725
H -2.6245 -2.1901 -3.3266
H -3.3411 -0.7230 -3.0539
O -2.5975 -1.2616 -3.2537
H -6.4421 -1.0060 -0.8579
H -4.9038 -0.5192 -0.7000
O -5.7811 -0.2846 -1.0492
H -3.7430 3.0921 -3.7329
O -2.8555 3.2786 -3.8521
H 1.9866 -1.9808 6.1493
H 3.0152 -2.4308 4.9640
O 2.4739 -2.7159 5.7078
H 1.2738 -0.3724 3.9212
H 0.2602 -0.9405 4.8307
O 1.1053 -1.2028 4.2823
H 0.8069 -2.1741 2.8321
H 1.5765 -1.6843 1.5418
O 1.0428 -2.3613 1.9278
H 2.4368 -1.5180 -2.6465
H 2.8519 -2.9179 -2.6924
O 2.6295 -2.2962 -2.0019
H -0.6757 1.8732 -1.4692
H -1.2514 3.1036 -1.9834
O -0.4478 2.8479 -1.4575
H -0.0238 1.0631 6.3018
H -1.4300 1.3368 6.3105
O -0.8961 0.6237 6.0759
H -5.5209 -1.5292 1.8959
O -5.4412 -1.8348 0.9984
H 3.9647 5.3881 0.3676
H 5.1105 4.5347 -0.3603
O 4.2034 4.7996 -0.2770
H 4.2532 2.4668 -0.0934
O 4.9306 1.6257 0.0332
H 3.5444 0.6911 -5.4404
H 3.1440 2.0823 -5.4987
O 3.1751 1.3640 -4.9221
H 3.4305 -4.5343 -1.1935
H 4.2077 -3.4049 -1.8649
O 4.3079 -4.2459 -1.3945
H -0.6592 -5.1249 -2.6221
H 0.4984 -4.1652 -2.5052
O 0.1019 -4.7242 -3.0900
H -2.7450 3.3703 3.4615
H -3.6162 2.0603 3.3636
O -3.5461 2.9679 3.7139
H -0.9402 1.4141 -4.9280
H -0.4725 0.7247 -6.1807
O -0.4427 1.4205 -5.6180
H -1.9891 -1.6698 -0.5457
H -2.3462 -0.9300 0.7717
O -2.6379 -1.0896 -0.1324
H 3.7285 -4.6357 1.6095
H 3.4162 -4.3239 3.0831
O 3.6523 -5.0352 2.5220
H 2.0451 3.4585 -3.9842
H 0.7386 2.8706 -4.3152
O 1.2607 3.1067 -3.6171
H -3.7870 2.5145 -1.2528
H -3.0523 1.7263 -0.1531
O -2.8786 2.2667 -1.0306
H 2.1791 1.9661 -1.8563
H 3.7555 1.8823 -2.4633
O 2.9524 1.3982 -1.9433
H 5.1073 -2.0654 -0.5648
O 5.0231 -1.1898 -0.8328
H -3.1946 -3.3180 0.6240
H -4.1551 -4.5333 -0.1073
O -3.5607 -4.2078 0.6263
H -4.5115 -1.9152 0.9593
H 1.7346 -0.0833 -0.3280
H 4.6270 1.0031 0.4693
H -1.2591 -3.3027 5.2021
H -2.5750 3.0091 -4.6592
H 5.1872 -0.4349 -0.2648
O -1.6368 -5.9443 2.8070
H -2.2199 -5.9062 2.0888
H -1.9401 -5.1423 3.0941
O -1.6065 4.3779 0.2628
H -1.7266 3.8906 -0.4789
H -0.6721 4.2581 0.4962
O 0.2012 0.3180 -1.1144
H -0.7234 0.0004 -1.1251
H 0.2253 0.4724 -2.0819
O -0.6160 -4.7166 0.9041
H -0.0521 -5.3765 0.3199
H -0.2447 -4.3510 1.6133
O 0.1046 5.2874 -2.4630
H 0.6930 4.4482 -2.5772
H -0.7742 5.0557 -2.8642
O 2.0507 0.8724 1.9817
H 1.4916 0.0278 1.9225
H 2.5492 0.8530 1.1812
O -4.8781 -0.3871 -4.0361
H -4.3342 -1.1131 -4.1808
H -5.7518 -0.2107 -3.5806
*
```

(8)
Here is a molecular structure, C33H29N2O4PSSr from the Open Molecules 2025 dataset. Energies are from ωB97M-V/def2-TZVPD.

Output
- relative energy (zero: lowest compared OMol25 entry of this formula, charge and spin) (eV) = 0.289
- largest force on an atom (eV/A) = 0.6
- Kohn-Sham gap (eV) = 4.019

Structure (ORCA input):
```
! wB97M-V def2-TZVPD RIJCOSX def2/J DEFGRID3
* xyz -2 1
Sr -0.7611 -0.3936 -0.0188
C 3.6903 0.4722 0.6387
P 2.3885 -0.3209 -0.3678
C 3.3003 -1.5734 -1.3490
C 2.6332 -2.7613 -1.6283
C 3.2261 -3.7260 -2.4384
C 4.4964 -3.5174 -2.9470
C 5.1754 -2.3338 -2.6637
C 4.5753 -1.3641 -1.8790
C 2.0737 0.9254 -1.6781
C 1.5116 0.4888 -2.8792
C 1.1676 1.4034 -3.8651
C 1.3781 2.7599 -3.6615
C 1.9149 3.2013 -2.4594
C 2.2505 2.2918 -1.4678
H 3.2249 1.2634 1.2269
H 4.4904 0.8974 0.0304
H 4.1050 -0.2710 1.3205
H 1.6294 -2.9318 -1.2535
H 2.6617 -4.6173 -2.6797
H 4.9593 -4.2659 -3.5803
H 6.1660 -2.1648 -3.0706
H 5.0941 -0.4315 -1.6874
H 1.3098 -0.5651 -3.0394
H 0.7172 1.0487 -4.7840
H 1.0996 3.4749 -4.4270
H 2.0435 4.2608 -2.2751
H 2.6036 2.6562 -0.5125
C 0.1470 1.7182 1.2466
C 0.2044 2.6660 2.0375
C 0.2691 3.8015 2.9109
C -0.9284 4.5764 3.0598
C -2.0062 4.4168 2.1395
C -3.1981 5.1005 2.2661
C -3.4244 5.9866 3.3213
C -2.4006 6.1429 4.2524
C -1.1977 5.4689 4.1349
C 1.5154 4.0667 3.5763
C 1.9062 5.3278 4.1004
C 3.1454 5.5314 4.6831
C 4.0813 4.5066 4.7893
C 3.7318 3.2599 4.2680
C 2.5011 3.0469 3.6811
H -1.8527 3.7349 1.3119
H -3.9726 4.9465 1.5190
H -4.3611 6.5228 3.4186
H -2.5491 6.7978 5.1069
H -0.4667 5.5876 4.9227
H 1.2435 6.1754 3.9916
H 3.3945 6.5237 5.0494
H 5.0490 4.6747 5.2474
H 4.4367 2.4353 4.3249
H 2.2423 2.0718 3.2885
N -7.1333 0.3573 0.1904
C -5.8014 0.2055 0.5502
C -5.1675 1.1531 1.3582
C -3.8267 1.0032 1.6506
N -3.1033 -0.0283 1.2100
C -3.7147 -0.9324 0.4393
C -5.0431 -0.8608 0.0707
H -7.6912 0.9179 0.8123
H -7.5965 -0.4808 -0.1184
H -5.7103 2.0123 1.7333
H -3.2955 1.7391 2.2455
H -3.1083 -1.7631 0.0782
H -5.4577 -1.6106 -0.5908
O -1.1924 -1.2961 -2.2411
S -1.2075 -2.7746 -1.8927
O -0.2882 -3.5022 -2.7620
O -0.7024 -2.8149 -0.4589
O -2.5814 -3.2784 -1.9412
*
```

| no. | energy (eV) |
| --- | --- |
| 1 | -53432.195 |
| 2 | -23452.347 |
| 3 | -84581.459 |
| 4 | -20336.555 |
| 5 | -37027.896 |
| 6 | -21779.413 |
| 7 | -83189.818 |
| 8 | -66824.245 |